A structure of composition C46H46MgN5P2SSb, computed with ωB97M-V/def2-TZVPD.

Calculated values
Orbital gap, eV: 6.64
Spin multiplicity: 1
HOMO energy, eV: -6.934

Last column: Löwdin charge in e.
Positions of all 102 atoms, in Å:
Mg -0.4406 0.0894 0.5097  0.382
C 0.3176 -2.8865 -0.8288  -0.271
P 0.7456 -2.3303 0.8702  1.040
C 2.5069 -2.6744 1.1495  -0.359
C 3.4297 -2.7270 0.1092  -0.095
C 4.7870 -2.8427 0.3701  -0.084
C 5.2421 -2.9038 1.6785  -0.090
C 4.3294 -2.8502 2.7232  -0.083
C 2.9746 -2.7335 2.4624  -0.100
C -0.1316 -3.5422 1.8970  -0.349
C -1.3800 -3.1809 2.3996  -0.086
C -2.1279 -4.0921 3.1306  -0.074
C -1.6304 -5.3631 3.3722  -0.088
C -0.3843 -5.7272 2.8792  -0.085
C 0.3613 -4.8218 2.1418  -0.087
C -1.1157 -2.4724 -1.0436  -0.414
C -2.0927 -3.1527 -1.7358  -0.070
C -3.2785 -2.3875 -1.6123  -0.072
C -2.9520 -1.2862 -0.8500  -0.436
C -3.8467 -0.1554 -0.4373  -0.267
P -3.5281 0.3907 1.3040  1.075
C -5.2198 0.7147 1.9050  -0.380
C -5.9151 -0.3718 2.4342  -0.109
C -7.2224 -0.2274 2.8713  -0.088
C -7.8442 1.0114 2.8017  -0.093
C -7.1557 2.1004 2.2884  -0.085
C -5.8521 1.9526 1.8380  -0.084
C -2.8446 2.0935 1.1596  -0.414
C -2.4999 2.7290 -0.0311  -0.104
C -1.8640 3.9688 -0.0274  -0.085
C -1.5837 4.6012 1.1708  -0.085
C -1.9348 3.9864 2.3674  -0.074
C -2.5400 2.7450 2.3598  -0.144
N -1.6324 -1.3254 -0.4857  -0.057
H 0.4190 -3.9669 -0.9560  0.099
H 1.0018 -2.3909 -1.5273  0.024
H 3.0958 -2.6827 -0.9180  0.049
H 5.4872 -2.8898 -0.4546  0.097
H 6.3003 -2.9952 1.8849  0.100
H 4.6733 -2.8955 3.7486  0.103
H 2.2729 -2.6793 3.2871  0.111
H -1.7674 -2.1860 2.2120  0.064
H -3.0982 -3.8039 3.5140  0.102
H -2.2116 -6.0727 3.9471  0.101
H 0.0064 -6.7190 3.0674  0.101
H 1.3336 -5.1102 1.7593  0.108
H -1.9691 -4.0959 -2.2455  0.092
H -4.2517 -2.6155 -2.0192  0.091
H -4.8921 -0.4658 -0.4908  0.091
H -3.7599 0.6946 -1.1205  0.064
H -5.4281 -1.3377 2.5087  0.098
H -7.7507 -1.0802 3.2773  0.102
H -8.8616 1.1279 3.1516  0.100
H -7.6347 3.0695 2.2331  0.102
H -5.3237 2.8073 1.4348  0.101
H -2.7185 2.2776 -0.9883  0.079
H -1.6012 4.4323 -0.9708  0.104
H -1.0916 5.5657 1.1794  0.101
H -1.7081 4.4668 3.3100  0.107
H -2.7623 2.2592 3.3030  0.104
N 2.3713 0.9106 3.8336  0.067
C 1.5516 0.9739 2.7550  -0.865
S -0.0779 0.4444 2.9872  0.591
N 2.1164 1.4566 1.6642  0.017
N 1.3010 1.4052 0.5829  -0.014
C 1.5838 2.1549 -0.4178  -0.202
C 2.7346 3.0909 -0.4637  -0.196
C 4.0276 2.6003 -0.6149  -0.030
C 5.0962 3.4787 -0.6906  -0.075
C 4.8825 4.8480 -0.6062  -0.089
C 3.5967 5.3393 -0.4437  -0.078
C 2.5232 4.4617 -0.3753  -0.036
C 0.7029 2.0221 -1.6025  -0.256
C 0.8638 2.8059 -2.7395  -0.012
C 0.0430 2.5648 -3.8312  -0.051
C -0.8914 1.5455 -3.7650  -0.051
C -0.9912 0.8144 -2.5888  -0.115
N -0.2317 1.0648 -1.5281  0.071
H 1.9703 0.7439 4.7370  0.074
H 3.2738 1.3492 3.7578  0.096
H 4.1846 1.5297 -0.6569  0.106
H 6.1010 3.0937 -0.8072  0.103
H 5.7210 5.5301 -0.6614  0.101
H 3.4261 6.4053 -0.3679  0.102
H 1.5153 4.8381 -0.2426  0.113
H 1.6270 3.5694 -2.7659  0.117
H 0.1485 3.1599 -4.7295  0.114
H -1.5326 1.3048 -4.6011  0.112
H -1.6940 -0.0054 -2.4820  0.109
C 3.5431 0.7257 -4.8098  -0.344
Sb 2.7070 -0.5411 -3.2944  1.265
C 4.1158 -2.1423 -3.5463  -0.357
C 1.2322 -1.4277 -4.5741  -0.327
H 3.9687 0.1274 -5.6145  0.001
H 4.3140 1.3708 -4.3916  -0.007
H 2.7516 1.3551 -5.2161  -0.011
H 4.3095 -2.2940 -4.6078  0.001
H 3.7042 -3.0617 -3.1304  -0.004
H 5.0537 -1.9238 -3.0376  -0.006
H 1.7182 -1.9182 -5.4170  0.007
H 0.5597 -0.6574 -4.9465  -0.015
H 0.6420 -2.1558 -4.0182  -0.006

A structure of composition C46H47Cl2N3O2Sb2Ti at a distorted geometry, computed with ωB97M-V/def2-TZVPD.

Calculated values
Net charge: +2
Expectation value of S²: 2.0185
Orbital gap (alpha / beta), eV: 6.08 / 6.97
Spin multiplicity: 3
HOMO energy (alpha / beta), eV: -11.774 / -12.857

Last column: Mulliken spin population.
Positions of all 103 atoms, in Å:
Ti -0.7104 -0.0781 0.6860  1.547
O 3.7087 0.4090 5.7142  0.001
C 3.6585 -0.7944 4.9951  0.002
C 2.6190 -0.6896 3.9206  0.032
C 2.5668 -1.6097 2.8573  -0.023
C 1.6158 -1.4512 1.8806  0.141
N 0.7000 -0.4630 1.9085  -0.089
C 0.6766 0.3781 2.9857  0.004
C 1.6495 0.2969 3.9769  -0.003
C -0.5177 1.1969 3.0879  0.125
C -0.7493 2.1589 4.0725  0.018
C -2.0015 2.7363 4.1942  0.014
C -2.2640 3.8033 5.2240  -0.002
O -1.2990 3.8601 6.2326  0.000
C -3.0193 2.3083 3.3267  0.000
C -2.7278 1.3639 2.3707  0.084
N -1.5091 0.8294 2.2285  0.043
H 4.3940 0.3567 6.3896  0.000
H 3.3845 -1.6354 5.6543  0.005
H 4.6298 -1.0346 4.5393  0.002
H 3.2676 -2.4281 2.8054  -0.001
H 1.5586 -2.1404 1.0343  -0.014
H 1.6418 0.9803 4.8075  0.001
H 0.0297 2.4680 4.7506  0.001
H -3.2796 3.6934 5.6252  0.001
H -2.2189 4.7712 4.7069  0.003
H -1.5001 3.2297 6.9337  0.000
H -4.0152 2.7141 3.4055  0.001
H -3.5003 0.9882 1.6975  0.001
C -1.6181 -1.0637 -3.2256  0.015
C -0.3636 -0.5006 -3.8729  -0.001
C 0.2202 0.7011 -3.1301  0.012
Sb 1.4390 0.0851 -1.4249  0.039
C 3.2640 -0.1922 -2.5724  -0.003
C 4.4412 -0.2623 -1.8435  0.000
C 5.6585 -0.3353 -2.4957  0.000
C 5.7022 -0.3544 -3.8807  -0.001
C 4.5256 -0.3040 -4.6063  0.000
C 3.3051 -0.2238 -3.9557  0.000
C 2.1621 1.9729 -0.6965  -0.015
C 2.1899 3.1152 -1.4794  0.019
C 2.7070 4.2948 -0.9687  0.001
C 3.2077 4.3365 0.3224  0.002
C 3.1893 3.1926 1.1041  0.004
C 2.6605 2.0173 0.5975  0.014
Sb -1.2930 -1.9463 -1.2589  -0.123
C -3.2199 -2.8654 -1.0782  -0.008
C -4.3657 -2.1660 -1.4261  -0.001
C -5.6112 -2.7503 -1.2749  0.001
C -5.7178 -4.0353 -0.7715  0.000
C -4.5750 -4.7316 -0.4122  0.000
C -3.3309 -4.1454 -0.5565  0.003
C -0.1476 -3.6044 -2.0333  0.012
C 1.2291 -3.6773 -1.8832  0.002
C 1.9319 -4.7189 -2.4672  -0.002
C 1.2605 -5.6957 -3.1831  -0.001
C -0.1140 -5.6198 -3.3353  0.000
C -0.8192 -4.5739 -2.7656  -0.002
H -2.0309 -1.8783 -3.8268  0.000
H -2.3778 -0.2808 -3.1484  -0.001
H -0.6244 -0.1875 -4.8888  0.001
H 0.3870 -1.2947 -3.9706  0.001
H -0.5780 1.3725 -2.8019  -0.004
H 0.8752 1.2669 -3.7956  0.001
H 4.4042 -0.2430 -0.7592  -0.001
H 6.5743 -0.3759 -1.9267  0.000
H 6.6501 -0.4121 -4.3913  0.000
H 4.5552 -0.3269 -5.6851  0.000
H 2.4009 -0.1881 -4.5457  0.000
H 1.8210 3.0809 -2.4968  0.000
H 2.7292 5.1831 -1.5816  0.000
H 3.6213 5.2531 0.7161  0.000
H 3.5948 3.2099 2.1045  0.000
H 2.6544 1.1231 1.2158  -0.023
H -4.2946 -1.1645 -1.8406  0.002
H -6.4965 -2.2022 -1.5559  0.000
H -6.6877 -4.4930 -0.6611  0.000
H -4.6518 -5.7342 -0.0226  0.000
H -2.4344 -4.6914 -0.2842  -0.001
H 1.7744 -2.9215 -1.3185  0.004
H 3.0049 -4.7601 -2.3656  0.000
H 1.8088 -6.5139 -3.6226  0.000
H -0.6364 -6.3720 -3.9052  0.000
H -1.8936 -4.5161 -2.8849  0.000
Cl -1.8206 -2.1900 1.8841  0.007
C -2.0636 -2.5939 3.6005  0.012
Cl -1.7129 -1.1775 4.5990  0.002
H -1.3682 -3.3898 3.8609  0.002
H -3.1052 -2.8862 3.7384  -0.001
C -2.7460 5.0351 -2.2010  -0.003
C -2.2524 3.8545 -1.4492  0.025
C -1.1182 3.9287 -0.6343  -0.009
C -0.6290 2.8007 -0.0179  0.152
N -1.1739 1.5836 -0.2001  -0.076
C -2.3414 1.5251 -0.8763  0.101
C -2.8987 2.6152 -1.5020  0.004
H -1.9132 5.5801 -2.6405  0.002
H -3.2590 5.7218 -1.5268  0.005
H -3.4370 4.7415 -2.9862  0.000
H -0.6037 4.8689 -0.5102  0.000
H 0.2392 2.8401 0.6323  -0.030
H -2.8308 0.5472 -0.9144  -0.036
H -3.8202 2.4996 -2.0514  -0.001

A structure of composition C46H48AsFeN3O at a distorted geometry, computed with ωB97M-V/def2-TZVPD.

Calculated values
Net charge: -1
Expectation value of S²: 8.7935
Orbital gap (alpha / beta), eV: 4.10 / 5.57
Spin multiplicity: 6
HOMO energy (alpha / beta), eV: -1.783 / -3.262

Last column: Mulliken spin population.
Positions of all 100 atoms, in Å:
Fe 0.0794 0.1381 -1.3977  3.758
N -1.1872 -1.0029 -0.3997  -0.020
N -0.4863 -2.2278 -2.9106  -0.027
C 1.9766 1.0870 -1.9535  0.128
C 2.1619 -0.2365 -1.4295  -0.047
C 1.6741 -0.2458 -0.0719  -0.035
C 1.8383 -1.3804 0.8591  0.020
H 1.7784 -2.3520 0.3487  -0.004
H 1.0067 -1.3404 1.6273  -0.009
H 2.7976 -1.3231 1.3973  0.002
C 1.1541 1.0780 0.2115  0.033
C 0.7658 1.6596 1.5144  0.024
H 1.6323 2.0704 2.0613  0.007
H 0.3045 0.8744 2.1263  0.003
H 0.0199 2.4556 1.3864  -0.003
C 1.2945 1.8694 -0.9703  -0.005
C 1.0537 3.3383 -1.0456  -0.014
H 0.1894 3.6242 -0.4370  0.002
H 0.8761 3.6626 -2.0762  -0.001
H 1.9183 3.9011 -0.6609  0.003
C 2.9055 -1.3614 -2.0698  0.003
H 3.9514 -1.3702 -1.7204  0.000
H 2.9018 -1.2793 -3.1652  0.001
H 2.4582 -2.3272 -1.7988  0.001
C 2.6086 1.6671 -3.1649  -0.008
H 1.9027 2.3178 -3.7002  0.005
H 2.9658 0.8861 -3.8442  0.002
H 3.4807 2.2851 -2.8861  0.002
C -2.0772 -0.5385 0.5162  -0.020
H -2.1908 0.5397 0.6196  0.014
C -2.8865 -1.4027 1.2499  0.042
H -3.6884 -0.9908 1.8655  0.003
C -2.6271 -2.7772 1.2791  -0.015
H -3.1298 -3.4599 1.9759  -0.003
C -1.6822 -3.2532 0.3812  0.044
H -1.3817 -4.2964 0.3199  0.001
C -1.1067 -2.3791 -0.5777  -0.033
C -0.5012 -2.9131 -1.7253  0.105
H -0.3792 -3.9873 -1.8278  0.008
C -0.5119 -0.8336 -2.9614  0.072
C -0.2949 -2.7795 -4.1874  -0.020
H -0.2769 -3.8451 -4.3282  0.000
C -0.2534 -1.7538 -5.0373  0.039
H -0.1533 -1.7309 -6.1028  0.003
N -0.4269 -0.5763 -4.3141  -0.052
C -0.6265 0.7097 -4.8950  0.080
C 0.3599 1.2494 -5.7341  -0.004
C 0.1816 2.5588 -6.1999  0.004
H 0.9685 3.0150 -6.8058  0.000
C -0.9776 3.2825 -5.9145  -0.007
C -1.1724 4.6753 -6.4334  0.000
H -1.0474 5.4181 -5.6356  0.000
H -2.1838 4.7987 -6.8366  0.000
H -0.4510 4.8997 -7.2231  0.000
C -1.9700 2.6883 -5.1329  0.001
H -2.8938 3.2363 -4.9289  -0.001
C -1.8203 1.3952 -4.6283  -0.085
C -2.9429 0.7315 -3.9026  -0.017
H -3.4280 -0.0461 -4.5136  0.002
H -3.7080 1.4799 -3.6653  0.002
H -2.6070 0.2651 -2.9661  0.014
C 1.5973 0.4957 -6.1159  0.002
H 1.4824 -0.0058 -7.0913  0.000
H 1.8854 -0.2681 -5.3826  -0.001
H 2.4361 1.2006 -6.2196  -0.001
O -0.2271 -0.8942 2.5782  -0.020
As -0.3034 -0.9330 4.2768  0.503
C 1.2172 0.3058 4.7250  -0.025
C 0.9270 1.4617 5.4563  0.040
C 1.8239 2.5419 5.4444  0.005
C 3.0603 2.4261 4.8010  0.009
C 3.3807 1.2472 4.1270  -0.003
C 2.4427 0.2084 4.0593  -0.011
C -1.9685 0.1896 4.4635  -0.005
C -3.1262 -0.3933 4.9942  0.136
C -4.3019 0.3659 5.0865  -0.007
C -4.3163 1.7016 4.6727  0.013
C -3.1724 2.2677 4.1089  0.007
C -1.9986 1.5050 3.9922  0.041
C 0.2983 -2.8315 4.3858  0.200
C -0.6593 -3.8533 4.4008  0.011
C -0.2239 -5.1837 4.5154  0.006
C 1.1467 -5.4831 4.4986  0.007
C 2.0795 -4.4659 4.2675  0.015
C 1.6447 -3.1377 4.1691  0.029
H -0.0268 1.5434 5.9801  -0.005
H 1.5270 3.4874 5.8964  -0.002
H 3.7564 3.2675 4.7965  0.001
H 4.3287 1.1522 3.5925  -0.001
H 2.6616 -0.6405 3.4080  0.011
H -3.0995 -1.4264 5.3465  0.014
H -5.2065 -0.0946 5.4848  -0.001
H -5.2228 2.2965 4.7849  0.002
H -3.1828 3.3013 3.7581  -0.007
H -1.1130 1.9642 3.5481  0.015
H -1.7189 -3.6130 4.3111  0.014
H -0.9569 -5.9862 4.6106  -0.002
H 1.4875 -6.5101 4.6439  -0.004
H 3.1427 -4.6899 4.1571  -0.003
H 2.3626 -2.3671 3.9073  0.011

A structure of composition C46H48N8O3P2S2Se2Tc at a distorted geometry, computed with ωB97M-V/def2-TZVPD.

Calculated values
Expectation value of S²: 3.8217
Orbital gap (alpha / beta), eV: 6.43 / 5.59
Spin multiplicity: 4
HOMO energy (alpha / beta), eV: -7.389 / -7.390

Last column: Mulliken spin population.
Positions of all 112 atoms, in Å:
Tc -1.1807 0.7611 -0.6055  1.975
C -1.0089 6.8414 0.7985  0.002
C -0.0550 5.7344 1.3526  -0.003
N -0.8220 4.4876 1.5178  0.039
C -0.7364 3.4205 0.6708  0.044
S -1.7160 2.0613 1.2659  0.033
N 0.0977 3.4424 -0.3192  0.001
N 0.1568 2.2710 -0.9879  0.086
C 1.2349 2.0769 -1.6821  -0.051
C 2.2613 3.1323 -1.8590  0.017
C 1.2908 0.7089 -2.2881  0.268
C 2.4424 -0.0201 -2.3494  -0.098
C 2.3957 -1.3448 -2.6294  0.330
C 1.1542 -1.9890 -2.7324  -0.090
C -0.0398 -1.2759 -2.6835  0.283
N -0.0708 0.1619 -2.5525  -0.040
H -0.6482 7.8687 0.8774  0.000
H -1.9184 6.8199 1.4215  0.000
H -1.2783 6.6468 -0.2671  0.000
H 0.4461 5.9813 2.3130  0.001
H 0.7978 5.5311 0.7080  0.001
H -1.3706 4.3315 2.3291  0.000
H 1.7972 4.1037 -2.0920  -0.006
H 2.8928 2.7815 -2.6295  0.001
H 2.8291 3.3503 -0.9480  -0.002
H 3.4315 0.4600 -2.1537  0.008
H 3.2656 -1.9459 -2.7634  -0.019
H 1.0565 -3.0448 -2.8322  0.006
H -1.0137 -1.7305 -2.6687  0.004
Se 3.0812 -1.0976 4.6252  0.002
P 2.5899 -2.3021 2.9877  0.001
C 1.6414 -3.8174 3.3943  -0.001
C 0.8944 -3.8062 4.5715  0.001
C 0.3479 -4.9477 5.0872  -0.001
C 0.3976 -6.1487 4.3372  0.000
C 1.1516 -6.1688 3.2051  -0.001
C 1.7584 -5.0676 2.7718  0.001
C 4.0392 -2.8369 2.0646  0.008
C 4.0640 -2.9781 0.6849  0.026
C 5.1936 -3.4250 0.0351  -0.005
C 6.3566 -3.7541 0.7426  0.000
C 6.3391 -3.7735 2.1015  0.000
C 5.2104 -3.1781 2.7652  0.000
C 1.6633 -1.3687 1.7347  0.015
C 0.4075 -1.2313 1.2147  0.056
N 0.4111 -0.0408 0.4871  -0.046
N 1.6079 0.5582 0.6841  0.048
N 2.3561 -0.2166 1.3606  0.008
P -1.1616 -1.9232 1.4886  -0.033
Se -2.5405 -1.3375 -0.1229  0.045
C -1.7083 -1.0969 3.0788  -0.019
C -0.8278 -0.2315 3.7432  0.012
C -1.2866 0.5065 4.8545  0.000
C -2.6137 0.5050 5.2086  0.001
C -3.4762 -0.3120 4.5142  0.002
C -3.0428 -1.1250 3.4957  0.008
C -1.2275 -3.6957 1.6405  -0.010
C -0.6661 -4.4728 0.6196  0.007
C -1.0095 -5.8357 0.5813  0.003
C -1.9008 -6.3619 1.4511  -0.001
C -2.4993 -5.5548 2.4493  0.002
C -2.1506 -4.2392 2.5580  -0.002
H 0.9726 -2.8311 5.0922  0.000
H -0.0936 -4.8944 6.0711  0.000
H -0.1231 -7.0831 4.5954  0.000
H 1.0774 -7.0847 2.6352  0.000
H 2.3964 -5.1842 1.9112  0.000
H 3.2230 -2.7116 0.0459  -0.029
H 5.2399 -3.4371 -1.0409  -0.002
H 7.2912 -4.0787 0.2646  0.000
H 7.2237 -4.0746 2.6854  0.000
H 5.2125 -3.1466 3.8697  0.000
H 0.1880 -0.2219 3.5200  0.003
H -0.5182 1.1332 5.3737  0.000
H -2.8772 1.0283 6.0992  0.000
H -4.5706 -0.3402 4.7621  0.000
H -3.7632 -1.7361 2.9918  -0.002
H -0.0046 -3.9772 -0.0908  0.006
H -0.5566 -6.4390 -0.2083  0.000
H -2.2187 -7.3856 1.3157  0.000
H -3.2809 -5.9654 3.1098  0.000
H -2.5606 -3.6210 3.3532  -0.001
N -3.0571 1.5247 -1.6269  -0.023
C -3.1571 2.8952 -2.1096  0.005
C -3.2997 3.9409 -1.1497  -0.009
C -3.1445 5.2940 -1.5711  0.002
C -2.8619 5.5708 -2.8943  -0.002
C -2.9379 4.5499 -3.8206  0.003
C -3.1005 3.2219 -3.4662  -0.008
S -2.6714 7.3072 -3.4367  0.000
O -3.9502 7.6165 -4.0316  0.000
O -2.4238 7.9513 -2.1619  0.000
O -1.4740 7.3046 -4.2914  0.000
H -3.7530 1.4404 -0.8830  0.006
H -3.2862 0.8441 -2.3514  0.007
H -3.3889 3.7185 -0.0824  -0.008
H -3.1548 6.0883 -0.8530  0.000
H -2.8096 4.8568 -4.8274  0.000
H -3.0928 2.5089 -4.2559  -0.002
C -0.6680 0.6459 -6.3920  0.000
C 0.2108 0.7494 -5.1253  0.038
C 1.2396 1.9123 -5.2017  0.005
C -0.6714 0.7818 -3.8716  0.069
H 0.0284 0.7968 -7.2155  0.000
H -1.4038 1.5226 -6.3960  0.000
H -1.1730 -0.2854 -6.5109  -0.001
H 0.7562 -0.1859 -5.0663  0.007
H 0.9085 2.8166 -4.6618  0.002
H 1.3140 2.2062 -6.2376  0.002
H 2.2711 1.6448 -4.8373  -0.003
H -1.6008 0.2100 -4.0862  0.008
H -0.9973 1.7546 -3.5670  0.007

Q: Which of these has the lowest spin multiplicity?
A: C46H46MgN5P2SSb